[1]
22
Properties=species:S:1:pos:R:3:forces:R:3 method="wB97M-V/def2-TZVPD" total_charge=+1 spin_multiplicity=3 e_lumo_ev="-3.12 / -4.88" energy_ev=-14397.9607 orbital_gap_ev="6.72 / 8.62" e_homo_ev="-9.8 / -13.5"
O -1.9615 2.2953 -0.4932 -0.1 0.1 -0.1
N -2.1300 0.0316 -0.3609 0.2 0.1 0.0
N -2.4429 -2.2546 -0.0700 0.0 0.0 0.0
N -0.2082 1.1350 0.3896 0.6 -0.9 0.0
N -0.4776 -1.2221 0.5991 0.4 0.6 -0.2
C 2.0450 -0.5547 -1.0266 0.9 -0.3 -1.1
C 0.6013 2.3174 0.6142 0.3 0.5 0.0
C 3.2828 -0.4940 -0.6639 0.3 -0.1 -0.1
C 0.3773 -0.1034 0.6647 -2.1 0.5 2.1
C -1.6849 -1.1660 0.0582 -0.1 -0.2 -0.1
C -1.4271 1.2749 -0.1762 -0.6 -0.3 -0.1
H -2.1199 -3.1575 0.2369 0.0 0.0 0.0
H 3.6085 -0.2811 0.3409 0.1 0.1 0.4
H -3.0507 0.1352 -0.7667 0.1 0.0 0.0
H -0.0865 -2.1038 0.8987 -0.1 0.0 -0.1
H 1.0557 -0.1087 1.5060 0.3 -0.1 -0.2
H 1.5089 -0.7173 -1.9325 -0.3 -0.1 -0.5
H 1.4035 2.3687 -0.1230 -0.1 0.0 0.0
H 1.0357 2.2803 1.6119 -0.1 0.0 0.0
H -3.3727 -2.2001 -0.4513 0.0 0.0 0.0
H 4.0813 -0.6681 -1.3793 0.2 0.0 -0.1
H -0.0381 3.1929 0.5235 0.1 -0.1 0.0

[2]
23
Properties=species:S:1:pos:R:3:forces:R:3 method="wB97M-V/def2-TZVPD" total_charge=+1 e_lumo_ev=-3.40 energy_ev=-16448.6899 orbital_gap_ev=9.77 smiles="CC(=O)OCCNc1nc[nH][nH+]1" e_homo_ev=-13.2
O -1.6373 -0.5181 2.2910 0.4 -0.2 -0.2
O -1.3396 1.4310 3.3680 0.0 0.1 -0.2
N 1.9873 0.4865 -3.1790 0.1 -0.1 0.0
N 0.7269 0.8662 -2.8031 0.1 0.1 -0.2
N -0.7880 0.0983 -1.1571 0.0 0.0 0.0
N 1.3653 -0.8289 -1.5322 -0.2 0.1 0.0
C 2.3176 -0.5256 -2.3851 0.1 -0.2 0.1
C 0.3672 0.0455 -1.7949 0.0 -0.1 0.1
C -0.8629 0.4172 2.9670 0.1 -0.1 0.1
C -2.0294 -0.1581 0.9757 -0.3 0.1 0.2
C 0.5699 -0.0061 3.1477 -0.1 0.1 0.2
C -1.1259 -0.8306 -0.0694 0.0 -0.1 0.2
H 3.2666 -1.0397 -2.4460 0.0 0.1 -0.1
H 0.2321 1.6188 -3.2565 0.1 0.0 0.0
H 2.5121 0.9270 -3.9189 -0.1 0.1 0.0
H 1.0210 -0.2516 2.1831 -0.1 0.0 0.1
H 1.1213 0.8078 3.6155 0.0 -0.1 0.0
H -1.4700 0.7812 -1.4504 0.0 -0.1 0.0
H 0.6199 -0.8936 3.7816 0.0 0.0 -0.1
H -1.9990 0.9324 0.8668 -0.1 -0.1 0.0
H -3.0614 -0.4930 0.8668 0.0 0.1 -0.1
H -0.1992 -1.1409 0.4122 0.0 0.1 -0.1
H -1.5944 -1.7254 -0.4828 0.0 0.1 0.0

[3]
22
Properties=species:S:1:pos:R:3:forces:R:3 method="wB97M-V/def2-TZVPD" e_lumo_ev=0.60 energy_ev=-13850.8872 orbital_gap_ev=8.68 e_homo_ev=-8.1
N -1.8406 0.8717 0.0143 -0.8 1.0 0.6
N 3.0248 0.7819 -0.1278 -0.8 -0.4 0.0
N -3.6256 -0.5866 -0.3108 0.3 0.7 -0.5
N 1.5474 -0.8745 -0.1369 -0.4 -1.7 -0.6
N -1.3833 -1.3929 0.3054 -0.7 1.8 -0.1
C 2.7746 -1.4498 0.0181 1.2 -0.5 0.6
C 3.6552 -0.4158 0.0882 0.5 -0.2 -0.8
C 1.7438 0.4556 -0.2783 -0.3 0.7 0.7
C 0.6290 1.4807 -0.3602 0.9 -1.5 1.1
C -2.2387 -0.4603 0.0137 0.3 0.1 0.0
C -0.5493 1.3428 0.6625 -0.2 -1.6 -1.4
H 3.0477 -2.5127 0.0965 -0.8 0.6 0.0
H -0.6238 2.3793 0.8649 -1.1 0.8 1.1
H 4.7280 -0.5378 0.1507 -0.1 0.3 0.1
H -1.8238 -2.2737 0.2703 -0.6 -1.3 -0.2
H 1.1577 2.3950 -0.1481 0.0 0.5 0.0
H 0.2259 1.5401 -1.3403 -0.5 0.1 -1.0
H 0.6977 -1.4634 -0.1762 0.2 1.3 0.1
H -4.0008 -0.0340 -1.1055 0.7 -0.5 1.0
H -2.6705 1.5090 0.1285 1.6 -0.9 -0.1
H -4.1326 -1.4514 -0.1838 0.6 0.0 0.0
H -0.3429 0.6967 1.5548 0.0 0.7 -0.8

Record-wise ΔE to the lowest compared entry with this formula, charge and spin values, in kcal/mol: 0.0, 11.2, 2.1